Entry 1:
ORCA calculation (ωB97M-V/def2-TZVPD) on an isolated molecule of C17H24N4O4.

* HOMO-LUMO gap: 8.06 eV
* ΔE to the lowest compared entry with this formula, charge and spin: 99.6 kcal per mole
* LUMO level: -0.0042 Ha
* electronic energy: -32165.95044 eV

ORCA input file:
```
! RIJCOSX wB97M-V def2-TZVPD def2/J DEFGRID3
* xyz 0 1
O -1.3126 -1.5050 -2.4181
C -1.1560 -0.6622 -1.5511
C 0.1462 -0.5619 -0.8263
C 0.7142 -1.7096 -0.2632
C 1.9738 -1.6870 0.2741
C 2.7796 -0.5215 0.2740
N 4.0897 -0.6162 0.5840
C 5.0536 0.4649 0.5383
C 6.3937 -0.1828 0.8720
C 6.2171 -1.6112 0.3732
C 4.7582 -1.9020 0.7132
C 2.1298 0.6620 -0.1647
N 2.6137 1.9811 0.0556
O 3.1001 2.2289 1.1514
O 2.4438 2.8154 -0.8161
C 0.8675 0.6106 -0.7605
N -2.1086 0.2495 -1.2421
C -2.1654 1.0475 -0.0414
C -3.3246 0.5690 0.8431
N -4.5579 0.6535 0.0898
C -5.7677 0.5626 0.8741
C -6.0187 -0.7717 1.6043
O -7.2723 -0.7886 2.2420
C -4.4995 -0.2265 -1.0619
C -3.3617 0.2423 -1.9685
H 0.1456 -2.6269 -0.2638
H 2.3579 -2.5893 0.7188
H 5.0627 0.9155 -0.4637
H 4.7998 1.2494 1.2589
H 6.5499 -0.1793 1.9510
H 7.2253 0.3338 0.3991
H 6.3628 -1.6538 -0.7068
H 6.8982 -2.3152 0.8455
H 4.6623 -2.2755 1.7399
H 4.3303 -2.6348 0.0267
H 0.4650 1.5346 -1.1495
H -1.2307 0.9702 0.5126
H -2.3396 2.0922 -0.3202
H -3.3972 1.2149 1.7205
H -3.1067 -0.4609 1.1785
H -6.6126 0.7494 0.2048
H -5.7398 1.3709 1.6146
H -5.2149 -0.9622 2.3305
H -6.0471 -1.5962 0.8889
H -7.3188 -0.0503 2.8599
H -5.4459 -0.1685 -1.6014
H -4.3167 -1.2765 -0.7778
H -3.2494 -0.4249 -2.8239
H -3.5676 1.2607 -2.3121
*
```


Entry 2:
ORCA calculation (ωB97M-V/def2-TZVPD) on a cluster of 2 separate species, C17H24N6O2 in total.

* HOMO-LUMO gap: 9.09 eV
* ΔE to the lowest compared entry with this formula, charge and spin: 0.0 kcal per mole
* LUMO level: 0.0147 Ha
* electronic energy: -31055.31770 eV

ORCA input file:
```
! RIJCOSX wB97M-V def2-TZVPD def2/J DEFGRID3
* xyz 0 1
C -0.0018 -1.0154 -0.4844
C 0.5691 0.3650 -0.1278
C 2.0983 0.4209 0.1067
C 2.8412 0.1006 -1.2031
C 2.5852 -0.4846 1.2690
N 1.8174 -0.2348 2.5107
C 1.7812 0.8827 3.2398
C 0.9543 0.8289 4.5021
O 2.3597 1.9171 2.9355
C 4.1175 -0.4504 1.4358
O 4.7867 -1.3781 0.9882
N 4.6729 0.5793 2.0840
C 6.1047 0.7553 2.3173
H 0.1791 -1.7230 0.3239
H 0.4470 -1.3881 -1.4046
H -1.0778 -0.9285 -0.6366
H 0.3201 1.0530 -0.9364
H 0.0555 0.7297 0.7618
H 2.3427 1.4539 0.3581
H 3.8997 0.3457 -1.1092
H 2.7498 -0.9587 -1.4449
H 2.4300 0.6935 -2.0206
H 2.3678 -1.5100 0.9715
H 1.2939 -1.0158 2.8711
H 0.9801 1.8058 4.9840
H -0.0741 0.5741 4.2529
H 1.3721 0.0811 5.1733
H 4.0413 1.3001 2.4194
H 6.6026 -0.2163 2.3541
H 6.5391 1.3442 1.5081
H 6.2642 1.2728 3.2640
N -7.1382 -3.9961 -1.3664
C -6.6213 -3.3760 -2.2028
N -6.0192 -2.6427 -3.1410
C -5.2087 -1.5843 -2.8222
N -4.4195 -1.0665 -3.7242
C -3.7572 -0.0341 -3.0642
C -2.8011 0.8528 -3.5623
C -2.2561 1.8293 -2.7133
C -2.6704 1.9103 -1.3741
C -3.6306 1.0170 -0.8792
C -4.1623 0.0543 -1.7389
N -5.0915 -0.9463 -1.6072
H -5.8208 -3.0700 -4.0371
H -2.4923 0.7742 -4.5992
H -1.5116 2.5219 -3.0945
H -2.2457 2.6665 -0.7201
H -3.9574 1.0733 0.1543
H -5.6159 -1.1834 -0.7715
*
```


Entry 3:
ORCA calculation (ωB97M-V/def2-TZVPD) on a cluster of 4 separate species, C17H24NO11 in total.

* HOMO-LUMO gap: 6.96 eV
* LUMO level: -0.1831 Ha
* electronic energy: -42023.98613 eV

ORCA input file:
```
! RIJCOSX wB97M-V def2-TZVPD def2/J DEFGRID3
* xyz 1 1
O 1.5867 -3.9868 4.2229
C 0.1992 -3.9232 4.2274
C -0.5604 -5.1538 3.8810
C -2.0322 -5.0355 3.9078
C -2.6266 -3.7620 4.2918
O -4.0029 -3.6443 4.3554
N -1.8626 -2.6560 4.5955
C -0.4679 -2.6803 4.5971
H 1.8354 -4.2388 5.1383
H -0.0564 -6.1139 3.6022
H -2.6139 -5.9515 3.6434
H -4.2216 -3.8946 5.2811
H -2.3106 -1.7622 4.8362
H 0.0778 -1.7445 4.8837
C -1.5055 -0.2618 -0.7044
C -1.5194 -0.5525 0.7783
C -2.8818 -0.8700 1.3262
O -2.7522 -0.4718 2.6961
C -1.8065 0.5114 2.7272
O -1.5815 1.1933 3.6791
O -1.1612 0.6097 1.5384
H -1.7097 -1.1651 -1.2822
H -2.2475 0.4951 -0.9650
H -0.5358 0.1362 -1.0051
H -0.7956 -1.3412 1.0135
H -3.1297 -1.9288 1.2505
H -3.6834 -0.2825 0.8719
C 1.8876 4.9753 0.7061
C 0.7149 4.4978 -0.1183
C -0.1166 3.4404 0.5502
O -0.6770 2.7483 -0.5672
C 0.2010 2.8975 -1.5969
O 0.1402 2.2946 -2.6246
O 1.1559 3.8166 -1.2980
H 1.5503 5.5526 1.5684
H 2.4876 4.1341 1.0612
H 2.5489 5.5986 0.1017
H 0.1051 5.3515 -0.4315
H -0.9008 3.8580 1.1810
H 0.4714 2.7286 1.1357
C 1.4589 1.6472 -4.9902
C 2.6751 0.9977 -5.6090
C 2.3573 -0.0604 -6.6276
O 3.5128 -0.8974 -6.5610
C 4.0153 -0.7711 -5.3010
O 4.8664 -1.4658 -4.8423
O 3.4123 0.2523 -4.6350
H 0.9351 2.2711 -5.7170
H 0.7636 0.8978 -4.6082
H 1.7486 2.2635 -4.1429
H 3.3414 1.7636 -6.0200
H 2.2296 0.3454 -7.6308
H 1.4807 -0.6624 -6.3708
*
```


Entry 4:
ORCA calculation (ωB97M-V/def2-TZVPD) on a structure of composition C17H25BN3O3PtS.

* HOMO-LUMO gap (alpha / beta): 6.77 / 4.21 eV
* ΔE to the lowest compared entry with this formula, charge and spin: 66.0 kcal per mole
* LUMO level (alpha / beta): -0.3794 / -0.5091 Ha
* ⟨S²⟩: 6.0213
* electronic energy: -43375.83079 eV

ORCA input file:
```
! RIJCOSX wB97M-V def2-TZVPD def2/J DEFGRID3
* xyz 3 5
Pt 0.2895 -0.7763 -0.1959
C 0.3749 1.2217 -4.4797
C 0.4769 0.1226 -3.4705
O 0.5399 0.3842 -2.2545
N 0.5222 -1.1396 -3.9220
C 0.5704 -2.2895 -3.0375
C 1.9014 -2.4050 -2.3217
C 2.9284 -3.1944 -2.8250
C 4.1588 -3.1966 -2.1863
C 4.3563 -2.3868 -1.0773
C 3.2858 -1.6455 -0.6097
N 2.0880 -1.6845 -1.2053
H -0.3048 1.9826 -4.1034
H 0.0287 0.8594 -5.4455
H 1.3467 1.7006 -4.6078
H 0.5115 -1.3003 -4.9158
H 0.3860 -3.1803 -3.6315
H -0.2323 -2.2031 -2.2966
H 2.7638 -3.7979 -3.7074
H 4.9655 -3.8146 -2.5587
H 5.3166 -2.3251 -0.5848
H 3.3921 -0.9854 0.2412
S 1.7359 -3.6954 3.6119
C 1.8067 -2.0452 3.9336
C 1.4364 -1.2890 2.7975
N 1.1134 -2.0257 1.7151
C 1.2239 -3.3066 1.9905
H 2.1056 -1.6722 4.9069
H 1.3994 -0.2087 2.7385
H 1.0156 -4.0843 1.2630
C -3.0390 3.4865 0.3475
C -2.6471 2.1421 0.8994
C -3.9339 1.2528 1.1055
O -1.8025 1.4725 0.0085
B -0.8768 0.7057 0.6845
O -0.9331 0.9897 2.0332
C -1.8291 2.0585 2.2789
C -2.5832 1.8334 3.5658
C -1.0083 3.3898 2.3754
H -3.6341 3.3586 -0.5584
H -2.1643 4.0694 0.0608
H -3.6449 4.0362 1.0673
H -4.3945 1.1326 0.1267
H -4.6225 1.7597 1.7767
H -3.6619 0.2763 1.5028
H -3.0257 0.8394 3.6144
H -3.3534 2.5933 3.6951
H -1.9023 1.9178 4.4139
H -0.4242 3.5482 1.4697
H -0.3399 3.2924 3.2289
H -1.6822 4.2263 2.5421
*
```


Entry 5:
ORCA calculation (ωB97M-V/def2-TZVPD) on a structure of composition C17H25F5HfNO2P2.

* HOMO-LUMO gap: 7.73 eV
* ΔE to the lowest compared entry with this formula, charge and spin: 0.0 kcal per mole
* LUMO level: -0.1339 Ha
* electronic energy: -57082.48209 eV

ORCA input file:
```
! RIJCOSX wB97M-V def2-TZVPD def2/J DEFGRID3
* xyz 1 1
C 2.8065 -2.6513 -1.8883
C 1.6996 -1.9064 -1.5049
N 1.7993 -0.9244 -0.5791
C 2.9864 -0.7871 0.0789
C 4.0916 -1.5699 -0.2229
C 4.0190 -2.5295 -1.2228
C 0.3818 -2.2900 -2.1482
P -0.9998 -1.0953 -1.9831
Hf 0.0008 0.6305 -0.2790
P 1.5028 0.8883 1.8138
C 3.1319 0.2527 1.1749
O -0.7136 -4.6935 -0.0346
O 0.6371 -2.7060 2.1769
H 2.6897 -3.4488 -2.6242
H 4.9910 -1.3884 0.3469
H 4.8969 -3.1210 -1.4735
C -0.9622 -0.3190 -3.6187
C -2.4568 -2.1303 -2.0365
H 3.6488 -0.1763 2.0468
H 3.7138 1.1393 0.8541
H -0.0780 -3.1087 -1.6235
H 0.5364 -2.5571 -3.2121
C 1.8609 2.6261 2.2838
C 1.3455 0.0281 3.3850
H 0.1594 -2.0250 1.6698
H -0.1294 -3.2344 2.5577
H -0.2043 -3.9832 0.3921
H 0.0713 -5.2194 -0.3371
H 0.8051 1.6815 -1.2947
H -0.7125 -0.3008 0.8880
H -1.1783 -1.0545 -4.3975
H -1.7116 0.4849 -3.6446
H 0.0199 0.1258 -3.7958
H -2.6796 -2.4586 -3.0478
H -2.3487 -3.0100 -1.4081
H -3.3156 -1.5666 -1.6721
H 2.2037 0.2333 4.0287
H 0.4226 0.3473 3.8763
H 1.2753 -1.0482 3.2009
H 2.5522 2.6597 3.1472
H 2.2900 3.1543 1.4144
H 0.9003 3.1081 2.5415
F -1.1364 3.4409 -0.6952
C -1.8515 3.0328 0.4091
C -1.6568 1.7606 0.9493
C -2.4114 1.3906 2.0667
F -2.2781 0.1948 2.6970
C -3.3264 2.2581 2.6481
F -4.0245 1.8457 3.7289
C -3.4941 3.5270 2.0848
F -4.3800 4.3620 2.6382
C -2.7506 3.9510 0.9606
F -2.9078 5.1857 0.4425
*
```


Entry 6:
ORCA calculation (ωB97M-V/def2-TZVPD) on a cluster of 4 separate species, C17H25F6O16PS3 in total.

* HOMO-LUMO gap: 9.35 eV
* ΔE to the lowest compared entry with this formula, charge and spin: 0.0 kcal per mole
* LUMO level: 0.0045 Ha
* electronic energy: -108889.28288 eV

ORCA input file:
```
! RIJCOSX wB97M-V def2-TZVPD def2/J DEFGRID3
* xyz 0 1
C 0.1526 4.6430 -0.9830
P -1.2034 3.4574 -0.6674
O -2.5478 4.4280 -0.8345
C -1.3068 2.1360 -2.0328
C -0.7008 2.2402 -3.4617
C -0.3309 3.5942 -4.0686
C 1.1452 3.8154 -4.3413
F 1.8102 2.6742 -4.5552
F 1.2687 4.5440 -5.4751
F 1.7972 4.4959 -3.3890
O -0.5718 1.0390 -1.3781
C -1.4175 0.6735 -0.3563
O -1.1115 0.4066 0.7740
O -2.6816 0.7022 -0.8266
C -2.6445 1.3727 -2.1309
C -3.9533 2.1161 -2.2730
C -3.9369 3.2735 -3.2823
C -5.0208 4.2335 -2.9539
F -6.3056 3.8477 -3.0950
C -4.7564 5.4758 -2.5022
F -3.8570 6.2661 -3.0832
F -5.3080 5.9870 -1.4114
H 0.1177 5.2110 -1.9042
H 0.0413 5.3626 -0.1728
H 1.1101 4.1639 -0.8208
H -2.2816 5.2807 -1.1940
H 0.1117 1.5253 -3.5006
H -1.4471 1.8026 -4.1187
H -0.7604 3.6270 -5.0647
H -0.7819 4.4435 -3.5743
H -2.4685 0.5333 -2.7978
H -4.6907 1.4005 -2.6269
H -4.2860 2.4345 -1.2914
H -4.0826 2.8747 -4.2872
H -2.9959 3.8031 -3.2159
O 2.7385 -1.7737 5.0362
S 3.0596 -0.8211 4.0310
O 4.0969 0.1264 4.2202
O 1.7162 -0.0678 3.6127
C 1.4819 -0.2192 2.1971
C 2.1188 -1.5430 1.8463
O 3.3169 -1.5851 2.6518
H 1.9722 0.6081 1.6791
H 0.4212 -0.2014 1.9802
H 2.3650 -1.6225 0.8008
H 1.4824 -2.3804 2.1350
O -0.8545 -7.2428 6.4657
S -0.8215 -5.9026 6.0048
O -1.7240 -5.4308 5.0207
O 0.6780 -5.5630 5.5565
C 1.1724 -4.4322 6.2930
C 0.4371 -4.4894 7.6134
O -0.8879 -4.9133 7.2651
H 0.9294 -3.5255 5.7391
H 2.2495 -4.5032 6.4104
H 0.4068 -3.5278 8.1169
H 0.8704 -5.2370 8.2817
O 0.9197 -5.2017 -1.5786
S 1.8663 -4.2310 -1.1764
O 1.4765 -3.0322 -0.5233
O 2.7870 -3.8672 -2.4366
C 4.1668 -4.1089 -2.1278
C 4.1384 -5.2281 -1.1089
O 3.0001 -4.9303 -0.2893
H 4.5903 -3.1954 -1.7055
H 4.7101 -4.3773 -3.0292
H 5.0384 -5.2671 -0.5027
H 3.9754 -6.1981 -1.5829
*
```


Entry 7:
ORCA calculation (ωB97M-V/def2-TZVPD) on an isolated molecule of C17H25FN2O4.

* HOMO-LUMO gap: 9.21 eV
* ΔE to the lowest compared entry with this formula, charge and spin: 0.0 kcal per mole
* LUMO level: 0.0232 Ha
* electronic energy: -31919.52354 eV

ORCA input file:
```
! RIJCOSX wB97M-V def2-TZVPD def2/J DEFGRID3
* xyz 0 1
C 0.8138 3.2204 0.0942
O -0.2258 2.5215 -0.6219
C -1.2946 2.0381 0.1401
C -1.4826 0.5428 -0.1577
C -0.2389 -0.3059 0.1858
C -0.4163 -1.7303 -0.3758
C 0.8478 -2.2130 -1.0759
N 1.9399 -2.3649 -0.0950
C 1.9664 -3.6271 0.7420
C 2.6114 -4.7794 -0.0585
O 3.8772 -4.3764 -0.5858
C 3.7905 -3.2222 -1.4415
C 3.2942 -2.0184 -0.5951
C 0.0671 -0.3018 1.7300
O -0.7742 0.0345 2.5649
N 1.3716 -0.4334 2.1387
O 1.7622 -0.2440 3.4850
C -2.5584 2.8314 -0.2063
C -2.7953 3.3578 -1.4730
C -3.9209 4.1290 -1.7066
C -4.8625 4.3299 -0.6860
F -5.9287 5.1380 -0.9309
C -4.6021 3.8453 0.5993
C -3.4866 3.0729 0.8396
H 1.7756 3.1245 -0.4564
H 0.6009 4.3049 0.1172
H 0.9371 2.8452 1.0873
H -1.0974 2.2123 1.2256
H -2.3601 0.1451 0.3940
H -1.7285 0.4500 -1.2300
H 0.5958 0.1542 -0.3493
H -0.6796 -2.4331 0.3905
H -1.2417 -1.6930 -1.1059
H 1.1103 -1.4874 -1.8233
H 0.6600 -3.1536 -1.5628
H 2.5263 -3.4640 1.6339
H 0.9555 -3.9721 0.9432
H 2.7368 -5.7074 0.5608
H 2.0327 -4.9614 -0.9779
H 3.1247 -3.3698 -2.3004
H 4.8001 -3.0311 -1.8494
H 3.3118 -1.0988 -1.2136
H 3.9320 -1.8344 0.2818
H 1.9870 -0.8500 1.4378
H 0.9729 -0.1295 4.0066
H -2.0461 3.1655 -2.2439
H -4.0656 4.5809 -2.6976
H -5.2711 4.0888 1.3916
H -3.3249 2.6694 1.8308
*
```


Entry 8:
ORCA calculation (ωB97M-V/def2-TZVPD) on a structure of composition C17H25LaN8O5P.

* HOMO-LUMO gap: 8.17 eV
* ΔE to the lowest compared entry with this formula, charge and spin: 0.2 kcal per mole
* LUMO level: -0.3326 Ha
* electronic energy: -50322.05960 eV

ORCA input file:
```
! RIJCOSX wB97M-V def2-TZVPD def2/J DEFGRID3
* xyz 3 1
La 0.9414 -1.0532 -0.6510
C 0.6562 -2.3993 3.4256
C 0.6492 -0.9796 2.9896
N 0.5705 -0.5235 1.7375
C 0.5993 0.8734 1.8404
C 0.6851 1.2299 3.1533
N 0.7149 0.0465 3.8443
C 0.7384 2.4859 3.9914
O 0.7264 3.6487 3.3820
O 0.8426 2.3334 5.1745
C 0.4940 1.7507 0.6517
O 0.4763 2.9545 0.7123
O 0.3888 1.0553 -0.4730
H 0.5688 -3.0731 2.5749
H -0.1824 -2.5940 4.0952
H 1.5763 -2.6339 3.9609
H 0.7732 0.0243 4.8587
H 0.6483 3.5650 2.4057
C 5.6314 0.8186 -0.0999
N 5.2317 -0.4641 -0.7140
C 6.1543 -1.3238 -1.2382
C 5.7857 -2.4901 -1.8069
C 4.3971 -2.8002 -1.8486
N 3.4829 -1.9447 -1.3401
C 3.9222 -0.7889 -0.7779
O 3.0518 0.0062 -0.3083
N 3.9874 -3.9381 -2.3918
H 6.7152 0.8682 -0.1141
H 5.2712 0.8522 0.9244
H 5.2103 1.6389 -0.6751
H 7.1844 -1.0050 -1.1626
H 6.5270 -3.1589 -2.2160
H 4.6429 -4.5901 -2.7935
H 3.0135 -4.1839 -2.4308
C -5.0176 0.7068 -2.5422
N -3.9031 1.7212 -2.1817
C -4.1834 2.2485 -0.7587
N -4.2797 1.1692 0.1583
C -5.3382 0.2399 -0.2413
N -5.0862 -0.3203 -1.5681
C -3.9347 -1.2235 -1.5936
P -2.3795 -0.3444 -1.1243
C -2.5374 1.0986 -2.2813
C -3.0008 0.5049 0.3972
H -4.7827 0.3218 -3.5339
H -5.9410 1.2852 -2.5682
H -3.9531 2.5063 -2.8350
H -5.1270 2.7903 -0.8239
H -3.3719 2.9316 -0.5078
H -6.2855 0.7798 -0.2597
H -5.4082 -0.5651 0.4878
H -3.8389 -1.6678 -2.5867
H -4.1178 -2.0445 -0.8971
H -2.3949 0.7906 -3.3186
H -1.7966 1.8630 -2.0379
H -2.2678 1.2358 0.7458
H -3.1303 -0.2351 1.1905
*
```


Entry 9:
ORCA calculation (ωB97M-V/def2-TZVPD) on a structure of composition C17H25N2O3Tm.

* HOMO-LUMO gap (alpha / beta): 7.01 / 5.57 eV
* LUMO level (alpha / beta): -0.4259 / -0.4786 Ha
* ⟨S²⟩: 3.7588
* electronic energy: -56653.82839 eV

ORCA input file:
```
! RIJCOSX wB97M-V def2-TZVPD def2/J DEFGRID3
* xyz 3 4
C 3.3015 -0.2491 0.2151
C 2.1996 -0.0371 -0.8580
C 2.9336 0.5657 -2.1008
C 1.1837 1.0285 -0.3687
C -0.2703 0.4922 -0.0432
C -1.0409 0.4648 -1.3920
C -2.5946 0.4299 -1.2848
C -3.1518 -0.5002 -0.2388
O -3.2812 -0.1999 0.9190
O -3.5357 -1.7110 -0.6879
C -0.8535 1.5363 0.9299
C -1.4005 2.7063 0.4122
C -1.9367 3.6325 1.2532
C -1.9224 3.3851 2.5974
N -1.4002 2.3317 3.1660
C -0.8679 1.4315 2.2852
C -0.0639 -0.9178 0.6020
C 0.6478 -1.9488 -0.3236
C 1.3798 -2.9634 0.5986
C -0.4404 -2.8085 -1.0563
N 1.5453 -1.3005 -1.3276
O 2.3638 -2.1033 -1.8321
H 3.7839 -1.2232 0.1226
H 4.0675 0.5043 0.0524
H 2.9092 -0.1601 1.2262
H 3.8600 0.0110 -2.2709
H 2.3230 0.4211 -2.9943
H 3.1487 1.6139 -1.9327
H 1.6246 1.4609 0.5286
H 1.1412 1.8162 -1.1168
H -0.8012 1.3965 -1.9058
H -0.6853 -0.3220 -2.0530
H -2.9682 0.0716 -2.2469
H -2.9788 1.4397 -1.1848
H -3.3584 -2.3097 0.0520
H -1.4314 2.9008 -0.6491
H -2.3983 4.5442 0.9049
H -2.3840 4.1158 3.2494
H -0.3991 0.5088 2.7129
H 0.6181 -0.7532 1.4487
H -0.9742 -1.3198 1.0381
H 1.8536 -3.7574 0.0231
H 2.0473 -2.4769 1.3045
H 0.5804 -3.4397 1.1670
H -1.3032 -2.9620 -0.4274
H -0.6733 -2.4477 -2.0550
H 0.0057 -3.7972 -1.1986
Tm -0.4029 0.8995 4.7402
*
```